66
Properties=species:S:1:pos:R:3:forces:R:3 method="wB97M-V/def2-TZVPD" homo_ev=-10.06 gap_ev=2.36 multiplicity=1 charge=+1
C 4.0864 2.7940 0.0213 0.0 0.7 0.1
O 2.8772 2.4913 0.6850 0.0 -0.9 -0.2
B 1.7797 2.4833 -0.1446 0.5 1.0 0.4
O 1.7156 3.4300 -1.1360 0.5 -1.1 -0.2
P 0.3782 1.1349 0.0485 -0.8 -0.6 -0.5
O -0.2752 1.1658 1.5282 0.4 0.3 -0.4
C -1.3206 2.1750 1.7036 -0.4 0.1 0.9
C -2.6951 1.7924 1.1195 0.2 -0.6 -0.6
C -2.7551 0.2568 1.0128 -0.2 0.0 0.8
C -3.1288 2.5064 -0.2032 -0.1 -0.3 -0.5
C -3.4765 1.5395 -1.3607 0.2 0.7 0.0
C -2.1656 3.5618 -0.7540 -0.5 0.4 0.0
P 1.5072 -0.7166 -0.0872 0.7 0.0 0.7
C 0.3516 -2.1377 0.0838 0.0 0.1 -0.6
C 2.1384 -0.6231 -1.8282 -1.0 0.8 0.2
H 4.2268 3.8719 -0.0764 0.1 0.0 -0.1
H 4.1680 2.3012 -0.9470 0.1 0.0 0.0
H 4.9299 2.3980 0.6483 -0.3 -0.1 0.2
H 1.6343 2.9913 -1.9944 -0.6 0.5 -0.2
H -0.9425 3.1532 1.4018 0.0 -0.1 -0.2
H -1.4290 2.2208 2.7860 0.1 -0.1 0.0
H -3.4380 2.0254 1.8824 0.1 0.3 0.1
H -2.3971 -0.1795 1.9492 0.1 0.0 0.0
H -2.1313 -0.1444 0.2179 -0.1 0.0 -0.1
H -3.7847 -0.0857 0.9183 0.0 0.0 -0.4
H -4.0687 3.0238 -0.0004 0.1 0.1 0.2
H -4.4129 1.0137 -1.1885 0.2 -0.3 0.1
H -2.6452 0.8736 -1.5914 -0.1 -0.2 0.0
H -3.6172 2.1608 -2.2467 -0.1 -0.1 -0.1
H -2.6103 3.9652 -1.6652 0.1 0.0 0.0
H -2.0653 4.4240 -0.0909 0.3 -0.1 0.1
H -1.1836 3.1801 -1.0395 0.0 -0.1 0.2
H 0.6925 -2.9139 -0.6008 -0.1 0.0 -0.1
H 0.4246 -2.5647 1.0806 -0.1 0.2 0.1
H -0.6756 -1.8996 -0.1867 0.0 0.1 0.2
H 1.3648 -0.1432 -2.4343 0.1 -0.2 -0.3
H 2.3648 -1.6066 -2.2216 0.1 0.0 0.0
H 3.0163 0.0204 -1.8619 0.2 -0.2 0.1
Be 6.7686 2.4715 0.6898 0.9 -1.8 0.7
C -8.0530 -2.7247 0.9323 0.0 0.0 -0.2
C -6.6998 -3.3566 1.2450 0.0 0.1 0.2
C -5.7519 -2.4346 0.4942 0.1 0.0 -0.2
O -6.3512 -1.1369 0.4906 0.0 0.0 0.1
C -7.7116 -1.2407 0.9322 0.0 0.0 0.2
H -8.8328 -2.9790 1.6478 0.0 0.0 0.0
H -8.3875 -3.0332 -0.0605 0.0 0.0 0.0
H -6.5037 -3.3052 2.3184 0.0 0.0 0.0
H -6.6153 -4.3966 0.9345 0.0 0.0 0.0
H -5.6278 -2.7546 -0.5463 0.0 -0.1 0.0
H -4.7656 -2.3755 0.9595 0.0 0.1 0.0
H -7.7776 -0.8183 1.9401 -0.1 0.0 0.0
H -8.3521 -0.6579 0.2703 0.1 0.0 0.0
C 4.7719 -3.9447 0.1158 0.2 -0.1 0.0
Cl 4.5813 -5.2122 1.3226 0.0 0.0 0.0
Cl 3.1594 -3.3319 -0.3424 0.3 -0.4 0.1
Cl 5.7227 -2.6191 0.7864 0.0 0.0 0.0
Cl 5.5706 -4.5885 -1.3124 0.0 0.0 0.0
C 9.0131 -0.0499 -0.9833 0.4 -0.3 -0.2
N 7.8919 -0.3833 -1.9010 0.1 0.0 0.0
O 7.2769 -1.4070 -1.7045 0.0 0.0 -0.1
O 7.6565 0.4119 -2.7936 -0.1 0.1 0.1
H 9.0969 -0.8282 -0.2398 -0.1 0.0 0.1
H 9.9182 0.0230 -1.5811 -0.1 0.1 -0.1
H 8.7709 0.8968 -0.5204 0.1 0.0 0.0
O 7.8639 0.0061 1.6441 -1.2 2.1 -0.7
H 6.9293 -0.1705 1.8338 0.1 -0.2 0.2